[1]
This record from the Open Molecules 2025 dataset describes a molecular structure, C40H28Cl2N5O3RbS2. The level of theory is the ωB97M-V functional and the def2-TZVPD basis.

Geometry as ORCA input:
```
! wB97M-V def2-TZVPD RIJCOSX def2/J DEFGRID3
* xyz -2 1
Rb 0.07 1.00 0.47
Cl 6.60 3.53 -1.56
C 5.20 2.53 -1.90
C 4.81 1.58 -0.98
C 3.72 0.74 -1.20
N 3.45 -0.28 -0.27
C 2.97 0.08 0.89
O 2.59 1.19 1.33
C 2.80 -1.08 1.86
C 3.90 -1.67 2.48
C 3.70 -2.68 3.39
C 2.40 -3.11 3.64
C 1.37 -2.48 2.97
N 1.55 -1.48 2.10
C 2.98 0.89 -2.40
C 3.39 1.86 -3.31
C 4.48 2.67 -3.08
Cl 4.93 3.86 -4.28
N 1.89 0.07 -2.71
C 0.71 0.63 -2.52
O 0.43 1.75 -2.03
C -0.47 -0.27 -2.86
C -0.38 -1.27 -3.83
C -1.49 -2.05 -4.09
C -2.65 -1.83 -3.35
C -2.63 -0.83 -2.39
N -1.57 -0.07 -2.15
H 5.37 1.47 -0.06
H 4.89 -1.31 2.22
H 4.54 -3.15 3.89
H 2.18 -3.90 4.35
H 0.34 -2.79 3.13
H 2.82 1.99 -4.22
H 0.57 -1.41 -4.33
H -1.46 -2.83 -4.84
H -3.54 -2.42 -3.51
H -3.49 -0.64 -1.75
C -0.63 -2.82 -0.16
C -1.91 -2.86 0.63
C -2.37 -4.09 1.17
C -3.55 -4.10 1.85
C -4.29 -2.91 2.00
C -5.53 -2.89 2.69
C -6.22 -1.70 2.77
C -5.70 -0.53 2.21
C -4.47 -0.47 1.54
S -3.87 1.02 0.94
C -3.76 -1.73 1.43
N -2.57 -1.74 0.78
H -0.13 -3.79 -0.13
H 0.06 -2.09 0.26
H -0.81 -2.57 -1.20
H -1.79 -4.99 1.02
H -3.94 -5.02 2.28
H -5.92 -3.81 3.12
H -7.17 -1.65 3.28
H -6.26 0.39 2.30
O -0.76 0.83 3.06
S -1.96 0.07 3.50
C -2.89 1.18 4.55
C -4.14 0.78 4.99
C -4.89 1.65 5.78
C -4.38 2.90 6.10
C -3.13 3.29 5.64
C -2.38 2.43 4.86
C -1.37 -1.03 4.80
C -2.11 -2.18 5.08
C -1.62 -3.08 6.01
C -0.40 -2.84 6.63
C 0.34 -1.71 6.32
C -0.14 -0.80 5.39
H -4.53 -0.19 4.70
H -5.87 1.35 6.12
H -4.97 3.58 6.70
H -2.75 4.28 5.88
H -1.41 2.71 4.45
H -3.03 -2.36 4.55
H -2.18 -3.98 6.23
H -0.01 -3.56 7.35
H 1.30 -1.55 6.78
H 0.43 0.06 5.08
*
```

- HOMO energy (eV) = -1.8
- molar mass (g/mol) = 847.20
- LUMO (eV) = 3.79
- HOMO-LUMO gap (eV) = 5.6
- E_tot (Ha) = -3781.57263

Results of the natural (NBO) charge analysis, in e, for atoms 1 through 6: number 1, Rb, carries 0.939; number 2, Cl, carries -0.057; number 3, C, carries -0.078; number 4, C, carries -0.268; number 5, C, carries 0.240; number 6, N, carries -0.649

[2]
This record from the Open Molecules 2025 dataset describes a molecular structure, C40H29ClN7O3Pb in a non-equilibrium geometry. The level of theory is the ωB97M-V functional and the def2-TZVPD basis.

Geometry as ORCA input:
```
! wB97M-V def2-TZVPD RIJCOSX def2/J DEFGRID3
* xyz 3 1
Pb -2.43 2.28 -1.11
C 1.66 3.20 12.10
O 2.44 2.68 10.99
C 1.87 2.64 9.75
C 0.62 3.15 9.53
C 0.04 2.96 8.30
C 0.73 2.38 7.25
C 2.06 1.98 7.50
C 2.63 2.05 8.73
C 0.20 2.36 5.91
N 0.86 1.98 4.82
C -0.02 2.15 3.79
C -1.18 2.75 4.25
N -1.05 2.86 5.60
C -2.26 3.05 3.33
C -3.47 3.67 3.63
C -4.47 3.90 2.71
C -4.23 3.47 1.43
N -3.04 2.91 1.04
C -2.05 2.73 1.99
C -0.85 2.07 1.58
N -0.68 1.87 0.23
C 0.42 1.32 -0.22
C 1.53 1.00 0.59
C 1.36 1.23 1.89
C 0.18 1.81 2.46
H 2.42 3.18 12.92
H 0.84 2.53 12.47
H 1.49 4.23 11.88
H 0.05 3.63 10.35
H -1.01 3.25 8.16
H 2.63 1.63 6.67
H 3.63 1.74 9.00
H -1.68 3.29 6.23
H -3.69 3.96 4.66
H -5.44 4.41 2.94
H -4.95 3.61 0.61
H 0.50 1.25 -1.28
H 2.50 0.71 0.20
H 2.18 1.13 2.59
Cl -1.79 -3.43 -1.67
C -2.65 -2.28 -0.70
C -3.45 -2.63 0.36
C -4.07 -1.60 1.11
C -3.95 -0.27 0.74
N -3.13 0.04 -0.25
C -2.50 -0.91 -0.96
H -3.60 -3.64 0.70
H -4.65 -1.90 1.98
H -4.46 0.52 1.27
H -1.86 -0.49 -1.78
O -0.28 -0.99 -3.69
C -0.27 -1.67 -4.65
N 0.73 -1.46 -5.70
C 1.31 -2.35 -6.56
C -1.35 -3.58 -5.70
O -1.73 -4.43 -6.42
N -1.15 -2.72 -4.89
C 1.60 -3.67 -6.12
C 1.99 -3.91 -4.84
C 2.38 -5.20 -4.39
C 2.40 -6.29 -5.27
C 1.84 -6.05 -6.57
C 1.48 -4.78 -6.94
C 1.72 -1.81 -7.81
C 1.16 -0.56 -8.33
C 1.68 0.03 -9.42
C 2.80 -0.54 -10.09
C 3.23 -1.79 -9.76
C 2.78 -2.37 -8.55
H 0.88 -0.52 -5.95
H 2.22 -3.12 -4.10
H 2.76 -5.22 -3.37
H 2.69 -7.30 -4.96
H 1.64 -6.82 -7.29
H 1.00 -4.73 -7.91
H 0.32 -0.07 -7.82
H 1.32 0.96 -9.75
H 3.20 0.04 -10.95
H 4.04 -2.29 -10.25
H 3.39 -3.21 -8.22
*
```

- HOMO energy (eV) = -13.3
- molar mass (g/mol) = 898.37
- LUMO (eV) = -8.52
- HOMO-LUMO gap (eV) = 4.7
- E_tot (Ha) = -2802.92366

Results of the Löwdin charge analysis, in e, for atoms 1 through 6: number 1, Pb, carries 1.429; number 2, C, carries -0.043; number 3, O, carries -0.070; number 4, C, carries -0.262; number 5, C, carries -0.015; number 6, C, carries -0.023

[3]
This record from the Open Molecules 2025 dataset describes a molecular structure, C40H29N3O9Pt. The level of theory is the ωB97M-V functional and the def2-TZVPD basis.

Geometry as ORCA input:
```
! wB97M-V def2-TZVPD RIJCOSX def2/J DEFGRID3
* xyz -2 3
Pt -0.95 0.06 0.12
O 0.22 -1.57 -0.03
C 1.11 -1.98 0.95
C 1.39 -0.88 2.00
C 1.88 0.36 1.33
C 3.22 0.75 1.35
C 3.61 1.86 0.63
C 2.67 2.56 -0.11
C 1.35 2.14 -0.09
C 0.27 2.77 -0.91
C -0.09 1.84 -2.11
O -0.29 0.52 -1.74
C -1.32 2.36 -2.88
C -2.13 3.41 -2.45
C -3.23 3.79 -3.20
C -3.54 3.14 -4.38
C -2.74 2.09 -4.81
C -1.64 1.71 -4.07
C 1.13 1.90 -3.03
C 2.07 0.87 -3.01
C 3.23 0.95 -3.75
C 3.48 2.06 -4.54
C 2.55 3.09 -4.58
C 1.39 3.01 -3.83
N 0.99 1.07 0.64
C 2.45 -2.35 0.27
C 2.58 -2.23 -1.11
C 3.78 -2.53 -1.74
C 4.86 -2.97 -1.00
C 4.74 -3.11 0.38
C 3.53 -2.81 1.00
C 0.58 -3.26 1.60
C 0.22 -4.31 0.75
C -0.29 -5.49 1.25
C -0.46 -5.65 2.62
C -0.12 -4.62 3.47
C 0.40 -3.43 2.96
H 0.44 -0.67 2.51
H 2.11 -1.22 2.74
H 3.94 0.16 1.91
H 4.65 2.16 0.61
H 2.94 3.41 -0.71
H -0.62 2.90 -0.29
H 0.59 3.75 -1.27
H -1.95 3.89 -1.50
H -3.87 4.59 -2.84
H -4.41 3.44 -4.96
H -2.98 1.56 -5.73
H -1.02 0.88 -4.39
H 1.86 0.02 -2.38
H 3.96 0.14 -3.71
H 4.40 2.13 -5.13
H 2.74 3.97 -5.20
H 0.66 3.81 -3.87
H 1.71 -1.89 -1.66
H 3.86 -2.43 -2.81
H 5.80 -3.20 -1.48
H 5.57 -3.47 0.97
H 3.43 -2.95 2.07
H 0.32 -4.16 -0.32
H -0.57 -6.29 0.57
H -0.88 -6.57 3.01
H -0.29 -4.71 4.53
H 0.61 -2.62 3.65
O -3.03 3.30 1.08
C -2.85 2.09 1.06
O -2.32 1.51 0.00
C -3.32 1.21 2.17
C -4.40 1.68 2.91
C -4.99 0.93 3.93
C -4.45 -0.34 4.21
C -3.37 -0.77 3.49
C -2.76 -0.06 2.44
O -1.69 -0.61 1.86
N -2.75 -2.03 3.93
O -1.70 -1.95 4.55
O -3.39 -3.05 3.82
N -6.08 1.40 4.65
O -6.57 0.66 5.58
O -6.55 2.56 4.38
H -4.80 2.66 2.69
H -4.88 -0.93 5.00
*
```

- ⟨S²⟩ = 2.03
- HOMO energy (alpha / beta) (eV) = 0.3 / -2.7
- molar mass (g/mol) = 890.76
- LUMO (alpha / beta) (eV) = 3.87 / 3.83
- HOMO-LUMO gap (alpha / beta) (eV) = 3.5 / 6.5
- E_tot (Ha) = -2502.32837

Results of the Löwdin charge analysis, in e, for atoms 1 through 6: number 1, Pt, carries 1.514; number 2, O, carries -0.302; number 3, C, carries -0.478; number 4, C, carries -0.063; number 5, C, carries -0.226; number 6, C, carries -0.009

Question: Which value of E_tot does entry 2 give?
Answer: -2802.92366 Ha